No. 1
{"formula": "C18H27BrGdNO4P2", "method": "ωB97M-V/def2-TZVPD", "homo_ev": [-13.6, -13.6], "total_charge": 2, "spin_multiplicity": 8, "gap_ev": [5.939, 7.485], "lumo_ha": [-0.282, -0.225], "symbols": ["Gd", "P", "C", "C", "N", "C", "C", "C", "C", "C", "P", "H", "H", "H", "H", "H", "H", "H", "H", "O", "H", "H", "O", "H", "C", "H", "H", "H", "C", "H", "H", "H", "C", "H", "H", "H", "C", "H", "H", "H", "Br", "C", "C", "C", "C", "C", "C", "C", "O", "O", "H", "H", "H", "H"], "xyz": [[0.82, 0.60, -0.28], [1.30, -1.92, 1.75], [0.67, -3.11, 0.50], [0.03, -2.78, -0.88], [-0.13, -1.53, -1.37], [-0.88, -1.36, -2.51], [-1.39, -2.46, -3.21], [-1.19, -3.75, -2.74], [-0.48, -3.90, -1.55], [-1.21, 0.04, -3.07], [0.05, 1.41, -2.90], [-0.40, -4.88, -1.09], [-1.89, -2.24, -4.16], [-1.62, -4.60, -3.27], [-1.35, -0.11, -4.16], [-2.16, 0.43, -2.63], [1.50, -3.84, 0.34], [-0.06, -3.73, 1.08], [5.01, -2.09, -0.96], [5.19, -2.81, -1.60], [4.60, -2.57, -2.35], [1.90, -0.74, 1.23], [2.76, 1.21, -0.34], [3.73, 1.22, -0.45], [1.24, 0.99, -4.21], [0.83, 1.08, -5.23], [2.10, 1.68, -4.11], [1.62, -0.04, -4.07], [-0.80, 2.91, -3.51], [-0.17, 3.75, -3.21], [-0.93, 2.96, -4.60], [-1.78, 3.02, -3.02], [-0.17, -1.70, 2.78], [-0.21, -2.48, 3.56], [-0.19, -0.71, 3.25], [-1.09, -1.79, 2.18], [2.73, -2.59, 2.65], [2.95, -1.88, 3.47], [2.54, -3.58, 3.11], [3.61, -2.64, 1.99], [-2.94, 0.35, 3.25], [-2.51, 2.19, 3.35], [-3.28, 3.02, 4.17], [-2.95, 4.38, 4.31], [-1.83, 4.88, 3.63], [-1.07, 4.06, 2.79], [-1.46, 2.72, 2.58], [-0.75, 1.88, 1.58], [0.53, 1.74, 1.70], [-1.34, 1.29, 0.61], [-4.15, 2.62, 4.68], [-3.57, 5.04, 4.92], [-1.56, 5.93, 3.74], [-0.19, 4.44, 2.26]]}

No. 2
{"formula": "C18H27ClErN", "method": "ωB97M-V/def2-TZVPD", "homo_ev": [-15.2, -15.2], "total_charge": 2, "spin_multiplicity": 4, "gap_ev": [7.924, 8.086], "lumo_ha": [-0.268, -0.263], "symbols": ["C", "H", "H", "H", "C", "H", "H", "C", "H", "H", "H", "C", "C", "C", "C", "C", "C", "C", "C", "C", "C", "Er", "H", "H", "H", "H", "H", "H", "H", "H", "H", "H", "H", "H", "H", "H", "H", "Cl", "C", "C", "C", "C", "N", "C", "H", "H", "H", "H"], "xyz": [[-0.32, -1.90, -2.29], [-1.22, -2.44, -2.58], [0.44, -2.07, -3.07], [-0.58, -0.86, -2.37], [0.16, -2.44, -0.95], [0.97, -1.84, -0.47], [-0.66, -2.56, -0.22], [0.83, -3.79, -1.26], [1.06, -4.34, -0.35], [0.24, -4.43, -1.92], [1.76, -3.61, -1.82], [1.26, 1.59, 1.46], [2.10, 0.43, 1.43], [2.43, 0.17, 0.04], [1.75, 1.13, -0.77], [1.03, 2.01, 0.09], [0.19, 3.16, -0.36], [1.81, 1.25, -2.25], [3.38, -0.86, -0.49], [2.51, -0.37, 2.62], [0.72, 2.29, 2.66], [0.03, -0.12, 0.42], [0.92, 1.75, -2.64], [2.68, 1.86, -2.54], [1.92, 0.28, -2.76], [-0.13, 3.01, -1.40], [-0.69, 3.33, 0.27], [0.79, 4.08, -0.34], [0.66, 1.63, 3.53], [1.39, 3.12, 2.94], [-0.25, 2.75, 2.46], [2.92, -1.35, 2.34], [3.31, 0.15, 3.17], [1.68, -0.51, 3.33], [2.99, -1.32, -1.41], [4.34, -0.40, -0.78], [3.60, -1.65, 0.24], [-4.77, -2.88, 2.26], [-4.01, -1.37, 2.01], [-4.67, -0.18, 2.32], [-4.03, 1.05, 2.10], [-2.73, 1.05, 1.59], [-2.07, -0.11, 1.37], [-2.70, -1.32, 1.53], [-5.68, -0.21, 2.72], [-4.52, 2.00, 2.31], [-2.22, 1.99, 1.33], [-2.14, -2.22, 1.26]]}

No. 3
{"formula": "C18H27ClO8", "method": "ωB97M-V/def2-TZVPD", "smiles": "CC[C@@H](Cl)[C@]1(COC(C)=O)CCOC1=O.O=C1CCCO1.O=C1CCCO1", "homo_ev": -10.0, "spin_multiplicity": 1, "gap_ev": 10.527, "lumo_ha": 0.020, "symbols": ["C", "C", "C", "Cl", "C", "C", "O", "C", "C", "O", "C", "C", "O", "C", "O", "H", "H", "H", "H", "H", "H", "H", "H", "H", "H", "H", "H", "H", "H", "H", "O", "C", "C", "C", "C", "O", "H", "H", "H", "H", "H", "H", "O", "C", "C", "C", "C", "O", "H", "H", "H", "H", "H", "H"], "xyz": [[-5.00, -1.88, -0.44], [-4.26, -0.59, -0.08], [-3.39, -0.07, -1.21], [-3.11, 1.69, -0.89], [-2.09, -0.86, -1.42], [-2.01, -1.80, -2.66], [-2.50, -1.24, -3.87], [-3.75, -1.62, -4.20], [-4.60, -0.50, -4.75], [-4.15, -2.71, -4.13], [-1.52, -1.68, -0.26], [-0.05, -1.22, -0.19], [-0.12, 0.15, -0.55], [-0.93, 0.16, -1.65], [-0.69, 0.80, -2.57], [-4.40, -2.54, -1.07], [-5.91, -1.67, -0.98], [-5.30, -2.40, 0.46], [-3.72, -0.69, 0.85], [-5.02, 0.17, 0.10], [-3.97, -0.10, -2.13], [-0.96, -2.01, -2.82], [-2.47, -2.76, -2.42], [-5.45, -0.91, -5.28], [-4.97, 0.14, -3.96], [-3.98, 0.11, -5.40], [-1.42, -2.74, -0.47], [-1.92, -1.51, 0.73], [0.43, -1.47, 0.75], [0.61, -1.65, -0.96], [2.07, 0.54, 2.36], [1.71, 1.69, 2.33], [1.82, 2.64, 1.16], [1.57, 4.00, 1.83], [0.67, 3.62, 2.99], [1.08, 2.29, 3.37], [1.04, 2.40, 0.44], [2.80, 2.58, 0.70], [1.13, 4.74, 1.17], [2.52, 4.40, 2.20], [-0.38, 3.58, 2.71], [0.79, 4.28, 3.85], [6.75, 1.24, 0.42], [6.39, 0.40, 1.18], [5.23, 0.48, 2.15], [5.50, -0.69, 3.09], [6.24, -1.66, 2.18], [6.96, -0.83, 1.26], [4.30, 0.35, 1.60], [5.23, 1.43, 2.68], [4.60, -1.12, 3.54], [6.15, -0.37, 3.90], [5.55, -2.30, 1.61], [6.94, -2.29, 2.72]]}

No. 4
{"formula": "C18H27CoN6", "method": "ωB97M-V/def2-TZVPD", "homo_ev": [-10.4, -11.1], "total_charge": 1, "spin_multiplicity": 4, "gap_ev": [7.582, 8.128], "lumo_ha": [-0.103, -0.108], "symbols": ["Co", "N", "C", "C", "N", "C", "C", "N", "C", "C", "N", "H", "H", "H", "H", "H", "H", "H", "H", "H", "H", "H", "H", "H", "H", "H", "H", "H", "H", "C", "C", "C", "C", "C", "C", "N", "N", "C", "C", "C", "C", "C", "C", "H", "H", "H", "H", "H", "H", "H", "H", "H"], "xyz": [[0.05, -0.28, -0.07], [1.32, -0.09, 1.99], [0.83, -1.20, 2.93], [0.22, -2.34, 2.10], [-0.80, -1.86, 1.12], [-2.06, -1.47, 1.86], [-2.64, -0.27, 1.17], [-1.61, 0.78, 1.03], [-1.24, -2.92, 0.20], [-0.11, -3.37, -0.71], [0.40, -2.17, -1.42], [1.18, 0.79, 2.44], [2.34, -0.23, 1.86], [1.70, -1.61, 3.50], [0.06, -0.82, 3.59], [0.93, -2.94, 1.56], [-0.23, -3.04, 2.78], [-2.71, -2.30, 1.84], [-1.86, -1.23, 2.87], [-3.02, -0.41, 0.20], [-3.43, 0.02, 1.85], [-1.99, 1.62, 0.55], [-1.36, 1.18, 1.92], [-1.47, -3.82, 0.78], [-2.08, -2.58, -0.29], [0.62, -3.98, -0.23], [-0.64, -4.07, -1.45], [1.31, -2.35, -1.80], [-0.23, -1.84, -2.12], [4.01, 3.30, 1.32], [4.21, 2.07, 0.71], [3.22, 1.48, -0.09], [2.03, 2.08, -0.23], [1.83, 3.31, 0.41], [2.79, 3.90, 1.12], [1.05, 1.38, -0.97], [0.49, 1.99, -1.89], [-0.60, 1.29, -2.54], [-1.03, 1.95, -3.67], [-2.19, 1.49, -4.29], [-2.84, 0.49, -3.71], [-2.39, -0.22, -2.51], [-1.20, 0.16, -1.93], [4.86, 3.69, 1.92], [5.06, 1.51, 0.92], [3.39, 0.55, -0.67], [0.86, 3.80, 0.34], [2.55, 4.89, 1.50], [-0.44, 2.77, -4.02], [-2.48, 1.96, -5.22], [-3.62, -0.02, -4.34], [-3.04, -1.05, -2.17]]}

Number 1: largest force on an atom 1.7 eV/Å. Number 2: largest force on an atom 2.3 eV/Å. Number 3: largest force on an atom 5.1 eV/Å. Number 4: largest force on an atom 5.1 eV/Å.